[1]
C17H19F3NO | wB97M-V/def2-TZVPD

ORCA input file:
```
! wB97M-V def2-TZVPD RIJCOSX def2/J DEFGRID3
* xyz 1 1
C 0.1444 2.1978 0.1132
H 0.4398 2.0889 -1.0463
H 1.1901 2.2107 0.5497
H -0.3058 3.1340 0.2098
O -0.7010 0.9641 0.3501
C -2.1187 1.0132 0.1636
C -2.6823 1.7914 -0.7055
C -3.9488 1.8221 -1.3468
C -4.7868 0.8953 -0.6934
C -4.1627 0.0143 0.3811
C -2.9286 0.3583 0.7830
C -2.4368 -0.6329 1.7612
H -3.1555 -1.3253 2.2991
C -1.4726 -1.8014 1.3586
N -0.1401 -1.4215 0.8571
H 0.3466 -1.3702 1.9734
C 0.6570 -2.3634 0.0392
C 1.7550 -1.4774 -0.4820
C 2.6898 -0.5390 0.2045
C 3.6115 0.1291 -0.1475
C 3.8890 0.0244 -1.7085
C 3.0364 -0.6703 -2.2859
C 2.0805 -1.3610 -1.8654
H 1.4161 -2.0310 -2.4032
H 3.3731 -0.6525 -3.7371
H 4.8450 0.6193 -2.0260
C 4.4278 0.7731 0.6818
F 4.9314 0.4257 1.6952
F 5.3558 1.5563 0.2281
F 3.6359 1.8627 1.2818
H 2.4286 -0.4819 1.2842
H -0.0879 -2.4811 -0.9572
H 0.9922 -3.0934 0.4689
H -0.2659 -0.5328 0.6223
H -1.4538 -2.7650 2.0538
H -1.9181 -2.0774 0.4524
H -1.7122 -0.1331 2.3942
H -4.8350 -0.6372 1.1572
H -5.7905 0.8220 -0.8532
H -4.4452 2.5729 -1.8952
H -1.8973 2.5723 -1.2104
*
```

The calculation puts the total energy at -1088.0126 hartree. Its energy relative to the best compared isomer or geometry (same formula, charge and spin) is 15.664 eV.



[2]
C17H19FNO8P2S | wB97M-V/def2-TZVPD

ORCA input file:
```
! wB97M-V def2-TZVPD RIJCOSX def2/J DEFGRID3
* xyz 1 1
C 5.4341 -0.1090 -1.0129
P 4.2960 0.8687 -2.2423
O 4.1270 2.4888 -1.5954
C 2.5490 0.1023 -2.3272
S 2.9031 -1.6724 -2.8100
O 2.8339 -2.6719 -1.5942
O 4.3089 -1.7897 -3.5186
F 1.7747 -2.3121 -3.9836
C 1.7303 0.4409 -0.9474
N 0.3390 0.4548 -1.1006
C 0.1030 0.0799 -2.5693
P -1.6117 0.4146 -3.3504
O -2.5215 -0.8784 -3.0364
C 1.4319 0.7009 -3.3726
H 6.0463 -0.9045 -1.6575
H 4.7426 -0.7392 -0.3052
H 6.2136 0.5688 -0.4628
H 5.0824 2.8437 -1.5219
H 2.3352 0.6793 0.0520
H -0.3796 0.6521 -0.3406
H 0.0874 -1.1103 -2.4794
H -2.2407 1.6424 -2.9353
H -1.4072 0.3806 -4.8042
H 1.3433 1.8747 -3.2621
H 1.4110 0.2783 -4.4703
C -4.2711 -1.4282 -0.2726
C -5.5289 -1.8799 -0.2861
C -6.4720 -1.5530 0.8016
O -7.6228 -1.9676 0.7911
C -5.9719 -0.7067 1.9032
C -4.7141 -0.2550 1.9166
C -3.7711 -0.5820 0.8290
O -2.6202 -0.1673 0.8395
H -3.5664 -1.6593 -1.0621
H -5.9110 -2.5010 -1.0874
H -6.6766 -0.4756 2.6926
H -4.3320 0.3661 2.7179
C -0.0760 1.9320 3.6968
C 1.1170 2.0955 3.1170
C 2.1586 1.0528 3.2003
O 3.2516 1.2025 2.6716
C 1.8304 -0.1776 3.9474
C 0.6373 -0.3412 4.5272
C -0.4043 0.7016 4.4439
O -1.4973 0.5519 4.9726
H -0.8509 2.6872 3.6459
H 1.3728 2.9919 2.5649
H 2.6052 -0.9328 3.9983
H 0.3815 -1.2376 5.0793
*
```

The calculation puts the total energy at -2496.0677 hartree.